A molecular structure, C30H23N3O3PPt, computed with ωB97M-V with the def2-TZVPD basis set.

Computed properties:
- LUMO (alpha / beta): 2.7 / 2.1 eV
- Energy: -2007.68180 a.u.
- Gap between HOMO and LUMO (alpha / beta): 0.2240 / 0.2151 hartree
- ΔE to the lowest compared entry with this formula, charge and spin: 11.1 kJ/mol
- HOMO (alpha / beta): -3.39 / -3.77 eV

```
! wB97M-V def2-TZVPD RIJCOSX def2/J DEFGRID3
* xyz -1 3
Pt 0.681 -0.307 -2.024
O 4.350 -1.702 -1.692
C 3.527 -0.909 -1.285
O 2.774 -0.171 -2.030
C 3.540 -0.637 0.238
C 4.820 -0.732 0.798
C 5.062 -0.453 2.129
C 4.012 -0.086 2.961
C 2.737 -0.007 2.434
C 2.484 -0.273 1.084
P 0.758 -0.179 0.506
C 0.099 1.272 1.400
C -0.697 1.207 2.542
C -1.186 2.368 3.125
C -0.886 3.608 2.579
C -0.092 3.682 1.442
C 0.393 2.524 0.855
C -0.064 -1.585 1.307
C -1.436 -1.728 1.086
C -2.116 -2.828 1.579
C -1.431 -3.810 2.284
C -0.065 -3.686 2.486
C 0.620 -2.580 2.000
H 5.622 -1.040 0.142
H 6.070 -0.523 2.521
H 4.181 0.128 4.009
H 1.910 0.264 3.080
H -0.941 0.245 2.976
H -1.805 2.301 4.012
H -1.275 4.511 3.033
H 0.141 4.640 0.995
H 0.998 2.595 -0.040
H -1.967 -0.984 0.503
H -3.176 -2.931 1.385
H -1.960 -4.678 2.659
H 0.478 -4.458 3.018
H 1.689 -2.496 2.148
C -4.391 -2.954 -2.012
C -4.701 -1.612 -2.200
C -3.704 -0.659 -2.323
C -2.354 -1.042 -2.257
C -2.039 -2.394 -2.076
C -3.054 -3.328 -1.954
N -1.319 -0.100 -2.354
N -1.768 1.162 -2.468
C -0.808 2.078 -2.523
C -1.117 3.464 -2.668
C -0.109 4.376 -2.736
C 1.239 3.949 -2.667
C 1.483 2.611 -2.511
N 0.496 1.705 -2.424
H -5.177 -3.692 -1.915
H -5.737 -1.298 -2.253
H -3.947 0.382 -2.466
H -0.988 -2.665 -2.017
H -2.790 -4.369 -1.804
H -2.161 3.743 -2.715
H -0.338 5.429 -2.846
H 2.063 4.644 -2.732
H 2.482 2.199 -2.432
O 0.890 -2.191 -1.892
*
```

=====

A molecular structure, C30H24AsBClF7IN8O9S2Ti in a non-equilibrium geometry, computed with ωB97M-V with the def2-TZVPD basis set.

Computed properties:
- LUMO (alpha / beta): 3.2 / 3.2 eV
- Energy: -7636.78263 a.u.
- Gap between HOMO and LUMO (alpha / beta): 0.2051 / 0.2032 hartree
- ΔE to the lowest compared entry with this formula, charge and spin: 44.1 kJ/mol
- HOMO (alpha / beta): -2.33 / -2.33 eV

```
! wB97M-V def2-TZVPD RIJCOSX def2/J DEFGRID3
* xyz -2 2
Ti 0.409 0.390 0.441
C 0.178 -5.185 -1.020
N -0.939 -4.345 -1.365
C -2.195 -4.387 -0.790
C -2.946 -3.485 -1.460
N -2.171 -2.904 -2.438
B -2.824 -1.994 -3.526
N -1.884 -0.829 -3.939
C -1.400 -0.667 -5.216
C -0.717 0.497 -5.269
N -0.788 1.048 -4.006
C -0.279 2.346 -3.635
C -1.506 0.232 -3.202
S -1.879 0.520 -1.554
C -0.932 -3.440 -2.392
S 0.403 -3.152 -3.387
H 0.026 -5.571 -0.013
H 1.095 -4.599 -1.065
H 0.282 -6.013 -1.726
H -2.414 -5.013 0.057
H -3.964 -3.174 -1.312
H -3.853 -1.562 -3.053
H -3.038 -2.646 -4.534
H -1.546 -1.432 -5.956
H -0.134 0.954 -6.048
H 0.552 2.591 -4.288
H 0.078 2.307 -2.614
H -1.065 3.100 -3.714
Cl 2.224 -5.601 3.126
C 1.344 -4.270 2.406
C 0.016 -4.115 2.674
C -0.728 -3.064 2.095
I -2.700 -2.788 2.637
C -0.131 -2.166 1.231
O -0.740 -1.195 0.620
C 1.286 -2.308 1.002
N 1.850 -1.323 0.239
C 3.130 -1.378 -0.026
C 3.947 -2.432 0.453
C 3.406 -3.397 1.247
C 2.025 -3.353 1.567
H -0.482 -4.806 3.340
H 3.543 -0.588 -0.637
H 4.993 -2.437 0.179
H 4.013 -4.202 1.638
O 1.130 1.938 -0.378
C 1.904 2.776 0.068
C 2.437 2.742 1.406
C 3.252 3.810 1.796
C 3.720 3.862 3.083
C 3.399 2.884 4.034
C 2.607 1.831 3.668
C 2.108 1.724 2.346
O 1.380 0.705 2.032
N 4.576 4.986 3.485
O 4.825 5.841 2.667
O 4.996 4.998 4.624
H 2.182 3.598 -0.597
H 3.508 4.590 1.094
H 3.783 2.974 5.039
H 2.338 1.054 4.369
F -5.317 -0.798 2.344
C -5.032 0.504 2.462
C -4.093 1.098 1.714
N -3.838 2.451 1.814
C -2.840 3.053 0.920
C -1.406 2.664 1.289
O -0.576 3.530 1.553
O -1.196 1.403 1.233
C -4.525 3.258 2.687
O -4.370 4.459 2.800
N -5.459 2.585 3.465
C -5.810 1.245 3.438
O -6.679 0.798 4.162
H -3.492 0.556 0.991
H -2.955 4.129 0.962
H -3.038 2.680 -0.086
H -5.962 3.166 4.114
F 2.087 0.455 -2.557
As 3.551 1.236 -3.080
F 3.020 1.204 -4.724
F 2.806 2.803 -2.847
F 5.024 2.031 -3.540
F 4.071 1.315 -1.382
F 4.335 -0.302 -3.229
*
```

=====

- Which of these has the lowest ΔE to the lowest compared entry with this formula, charge and spin?
  C30H23N3O3PPt

=====

- Among the records above, which one has the highest energy?
  C30H23N3O3PPt

=====

- Which formula does entry 2 have?
  C30H24AsBClF7IN8O9S2Ti